The following is a DFT calculation (the ωB97M-V functional and the def2-TZVPD basis) of C5H9N in the gas phase at a distorted geometry.

Molecular weight, g mol⁻¹: 83.13
LUMO level, eV: 0.84
HOMO-LUMO gap, eV: 12.235
Relative energy (zero: lowest compared OMol25 entry of this formula, charge and spin), kcal per mole: 2.83
HOMO level, Ha: -0.4186
Charge: 0

Structure (XYZ):
```
15
Properties=species:S:1:pos:R:3:forces:R:3:nbo_charge:R:1
C -0.478636 1.319268 -0.422703 0.0 0.0 0.0 -0.6144
C -0.427257 0.023467 0.387508 -0.1 0.0 0.0 -0.1996
C -1.113658 -1.118854 -0.363088 0.0 -0.1 0.0 -0.6074
C 1.017257 -0.368547 0.807096 0.0 0.0 0.1 -0.5156
C 2.071866 0.137461 -0.077686 0.7 0.3 -0.6 0.2887
N 2.912673 0.563475 -0.748462 -0.8 -0.4 0.6 -0.3347
H 0.020744 2.145577 0.094536 -0.1 -0.1 -0.1 0.2159
H -1.519492 1.607041 -0.604608 0.2 0.0 0.0 0.2149
H 0.010467 1.191766 -1.395855 -0.1 0.0 0.2 0.2176
H -0.974936 0.181153 1.325477 0.1 0.0 -0.1 0.2027
H -0.561335 -1.382279 -1.273177 -0.1 0.1 0.1 0.2091
H -2.129857 -0.833350 -0.658606 0.2 0.0 0.0 0.2151
H -1.187341 -2.015878 0.263197 0.0 0.1 -0.1 0.2078
H 1.116075 -1.459018 0.855903 0.0 0.1 0.0 0.2485
H 1.243436 0.008723 1.810467 0.0 0.0 -0.1 0.2513
```
Positions in Å, forces in eV/Å.